This record from OMol25 describes the molecule C27H20N4O4S. The level of theory is ωB97M-V with the def2-TZVPD basis set.

Positions of all 56 atoms, in Å:
N -0.410935 -0.307331 0.482621
C -1.002757 -1.274957 0.311549
C -1.669503 -2.517035 0.184776
C -1.235246 -3.550132 1.020264
C -1.829386 -4.793727 0.955132
C -2.861515 -5.015451 0.056508
C -3.298337 -3.992427 -0.766228
C -2.716482 -2.732279 -0.719300
C -3.208494 -1.659543 -1.652892
N -3.101166 -0.319767 -1.115431
C -2.249310 0.570146 -1.750080
O -1.661698 0.246140 -2.760254
N -2.137837 1.823882 -1.198340
C -1.152043 2.720515 -1.811205
C 0.190538 2.489212 -1.169907
C 0.557705 3.203230 -0.036532
C 1.753833 2.930918 0.598765
C 2.586621 1.923425 0.125450
C 3.853684 1.634797 0.856687
O 4.563784 2.495996 1.336183
N 4.128272 0.310818 0.971095
C 5.347063 -0.178451 1.582277
C 6.230221 -0.843447 0.578600
C 7.073690 -0.331002 -0.362836
C 7.606339 -1.440293 -1.064226
C 7.044714 -2.542287 -0.500329
O 6.206985 -2.193519 0.491397
C 2.227800 1.222720 -1.021467
C 1.040054 1.508856 -1.666444
C -2.788390 2.298539 -0.056141
O -2.633487 3.431584 0.340719
C -3.643042 1.304491 0.537535
S -4.584524 1.522671 1.968172
C -5.150934 -0.091131 1.856680
C -4.653512 -0.773511 0.789335
C -3.777970 0.031390 0.023043
H -0.429288 -3.358447 1.713002
H -1.489795 -5.587981 1.601620
H -3.330260 -5.985951 -0.000715
H -4.105416 -4.171814 -1.461907
H -4.249571 -1.857950 -1.930699
H -2.600350 -1.661043 -2.567159
H -1.123281 2.498094 -2.878839
H -1.499366 3.740091 -1.636075
H -0.104068 3.962600 0.351850
H 2.051822 3.482547 1.477455
H 3.498793 -0.361256 0.562747
H 5.844451 0.699888 2.002801
H 5.105588 -0.888440 2.379812
H 7.286775 0.704908 -0.527707
H 8.309005 -1.415899 -1.871528
H 7.155631 -3.589087 -0.702749
H 2.885965 0.467118 -1.428038
H 0.756756 0.958729 -2.551059
H -5.833436 -0.460683 2.596264
H -4.897740 -1.796029 0.568704

Force components x, y, z for each atom (eV/Å):
N 0.20 0.26 0.15
C 0.35 0.43 0.11
C -0.43 -0.90 -0.06
C -0.05 0.04 -0.08
C 0.00 -0.05 0.01
C 0.03 0.02 0.00
C 0.06 0.07 0.01
C 0.15 -0.02 0.16
C 0.04 -0.01 -0.38
N -0.05 -0.14 -0.15
C -0.31 -0.22 -0.11
O 0.29 0.01 -0.21
N 0.01 0.31 -0.10
C 0.15 0.17 -0.15
C 0.07 0.04 -0.13
C 0.03 -0.01 -0.03
C 0.14 -0.10 0.04
C -0.19 0.18 -0.17
C -0.14 -0.23 -0.02
O 0.12 0.30 0.11
N -0.07 -0.36 0.04
C 0.05 -0.11 -0.11
C 0.38 0.78 -0.17
C -0.39 -0.15 0.53
C -0.17 -0.52 0.11
C 0.54 0.14 -0.65
O -0.31 -0.11 0.36
C 0.08 0.07 0.12
C -0.01 0.10 -0.06
C -0.17 -0.24 -0.05
O 0.02 0.15 0.15
C -0.36 -0.44 0.34
S 0.15 -0.32 -0.37
C 0.20 0.42 -0.04
C -0.13 -0.11 0.06
C -0.02 0.97 0.37
H 0.04 0.02 0.04
H 0.03 -0.06 0.06
H -0.04 -0.09 0.00
H -0.10 0.00 -0.06
H 0.11 -0.02 0.02
H -0.24 -0.02 0.19
H -0.03 0.09 0.17
H 0.05 -0.17 -0.09
H -0.07 0.07 0.03
H 0.04 0.07 0.07
H -0.03 0.14 0.05
H -0.04 -0.22 0.00
H 0.09 0.14 -0.01
H 0.00 0.26 0.02
H 0.15 -0.08 -0.17
H -0.05 -0.15 0.05
H 0.06 -0.07 -0.02
H -0.03 -0.04 -0.08
H -0.14 -0.11 0.14
H -0.06 -0.18 -0.02

Results
Max |F|, eV/A: 1.039
Kohn-Sham gap, eV: 8.44
HOMO energy, eV: -8.5
Lowest unoccupied orbital energy, eV: -0.0576
Structure (SMILES): N#Cc1ccccc1Cn1c(=O)n(Cc2ccc(C(=O)NCc3ccco3)cc2)c(=O)c2sccc21